Here is C29H30BrCl3N7OS3Sr as an isolated structure in a non-equilibrium geometry from OMol25. Energies are from the ωB97M-V functional and the def2-TZVPD basis.

XYZ file:
```
75
Properties=species:S:1:pos:R:3
Sr -0.94 -1.20 2.34
C 0.45 -5.68 2.42
C 0.42 -4.35 1.74
N 1.11 -3.34 2.05
C 2.05 -3.34 3.15
C 2.87 -2.04 3.11
N 2.01 -0.96 2.62
C 2.42 0.42 2.94
C 1.37 1.22 3.75
N 0.68 2.32 3.08
C -0.75 1.42 1.14
C -2.22 0.92 0.85
N -2.18 -0.50 0.63
C -2.37 -1.14 -0.45
C -3.01 -0.59 -1.68
C -1.86 -2.55 -0.46
C -2.00 -3.37 -1.57
C -1.37 -4.60 -1.58
C -0.61 -4.98 -0.48
C -0.52 -4.11 0.59
N -1.17 -2.94 0.61
H 1.46 -6.11 2.40
H -0.25 -6.39 1.97
H 0.17 -5.52 3.47
H 2.71 -4.22 3.13
H 1.47 -3.38 4.08
H 3.75 -2.18 2.47
H 3.21 -1.80 4.11
H 1.95 -1.07 1.62
H 2.64 0.97 2.02
H 3.35 0.39 3.52
H 1.88 1.66 4.61
H 0.65 0.50 4.16
H 1.34 2.92 2.61
H 0.36 -0.02 0.38
H -0.45 1.99 0.27
H -2.62 1.50 0.02
H -2.85 1.14 1.71
H -3.40 0.41 -1.51
H -3.84 -1.23 -1.99
H -2.29 -0.55 -2.50
H -2.55 -3.03 -2.44
H -1.45 -5.25 -2.44
H -0.05 -5.91 -0.48
Cl -3.79 5.72 3.69
C -2.64 4.49 3.20
C -2.68 3.21 3.76
C -1.79 2.24 3.37
Cl -1.95 0.68 4.18
C -0.64 2.40 2.40
O 0.15 0.33 1.29
C -0.77 3.81 1.86
Cl 0.46 4.29 0.68
C -1.66 4.76 2.25
H -3.44 2.97 4.49
H -1.60 5.75 1.81
Br -1.25 -2.93 4.49
S -0.44 -0.40 -6.91
C 0.11 -0.18 -5.36
S -0.06 -1.45 -4.18
C 0.72 -0.45 -2.93
N 1.05 0.70 -3.40
N 0.73 0.86 -4.74
C 1.17 2.11 -5.30
C 0.90 2.50 -6.61
C 1.40 3.70 -7.09
C 2.15 4.54 -6.29
C 2.38 4.17 -4.97
C 1.90 2.97 -4.47
S 0.94 -1.06 -1.36
H 0.32 1.87 -7.26
H 1.20 3.98 -8.12
H 2.55 5.47 -6.67
H 2.95 4.82 -4.31
H 2.08 2.69 -3.45
```

highest occupied orbital energy = -3.456 eV
electronic energy = -6761.5959 a.u.
LUMO energy = 1.398 eV
total charge = -1
energy above the lowest of the compared OMol25 structures with the same formula, charge and spin = 50.6 kcal/mol
frontier orbital gap = 0.1784 Eh

=====

Here is C5H7N in the gas phase from OMol25. Energies are from the ωB97M-V functional and the def2-TZVPD basis.

XYZ file:
```
13
Properties=species:S:1:pos:R:3
C -0.27 1.41 -1.32
C -0.08 0.30 -0.34
C 1.05 0.12 0.41
N 0.84 -0.93 1.27
C -0.40 -1.45 1.06
C -0.99 -0.73 0.05
H -1.10 2.07 -1.02
H 0.63 2.03 -1.37
H -0.50 1.06 -2.34
H 2.02 0.56 0.28
H 1.44 -1.16 2.05
H -0.76 -2.30 1.63
H -1.94 -0.96 -0.43
```

highest occupied orbital energy = -8.139 eV
electronic energy = -249.4678 a.u.
LUMO energy = 1.089 eV
energy above the lowest of the compared OMol25 structures with the same formula, charge and spin = 3.4 kcal/mol
SMILES string = Cc1cc[nH]c1
frontier orbital gap = 0.3391 Eh

=====

Here is a 3-piece molecular cluster, C6H13NO2 overall in a non-equilibrium geometry from OMol25. Energies are from the ωB97M-V functional and the def2-TZVPD basis.

XYZ file:
```
22
Properties=species:S:1:pos:R:3
C -0.14 -0.70 0.16
C -1.36 -0.04 0.28
C 1.11 -0.13 0.42
C 2.40 -0.98 0.66
C 1.55 1.23 -0.45
C 0.05 1.99 -0.73
H -1.76 -1.52 -1.42
H 0.64 -0.75 -1.94
H -0.48 -1.53 0.83
H 0.99 0.23 1.41
H 3.59 -0.52 0.32
H 2.39 -1.52 1.50
H 2.22 -1.74 -0.11
H 1.99 1.24 -1.51
H 2.25 1.91 0.14
H -0.67 2.33 0.25
H -0.63 1.17 -1.37
H 0.34 2.92 -1.17
H -2.58 0.68 1.42
N -0.09 -1.64 -1.04
O -2.23 -0.62 -0.48
O -1.43 0.67 1.35
```

highest occupied orbital energy = -8.076 eV
electronic energy = -441.2808 a.u.
LUMO energy = -0.078 eV
energy above the lowest of the compared OMol25 structures with the same formula, charge and spin = 250.5 kcal/mol
frontier orbital gap = 0.2939 Eh

=====

Here is a 3-piece molecular cluster, C15H22F16N3O3 overall in a non-equilibrium geometry from OMol25. Energies are from the ωB97M-V functional and the def2-TZVPD basis.

XYZ file:
```
59
Properties=species:S:1:pos:R:3
C -0.88 -1.02 0.73
C -1.19 -1.13 -0.84
C -1.41 -2.68 -1.14
C -2.99 -2.95 -1.11
N -0.75 -3.17 -2.39
O -1.53 -3.81 -3.35
C 0.57 -3.07 -2.58
N 1.27 -1.90 -2.97
N 1.36 -4.26 -2.33
H -1.76 -1.45 1.31
H 0.09 -1.56 0.95
H -0.76 0.05 1.07
H -2.11 -0.52 -1.07
H -0.31 -0.66 -1.38
H -0.92 -3.24 -0.28
H -3.16 -3.95 -0.62
H -3.49 -2.82 -2.11
H -3.41 -2.12 -0.44
H -0.98 -4.08 -4.11
H 0.67 -1.21 -3.43
H 2.14 -2.09 -3.48
H 2.34 -4.10 -2.59
H 1.29 -4.37 -1.30
C 4.36 -2.36 2.64
C 3.14 -1.63 2.04
C 3.42 -0.55 1.00
F 4.14 0.47 1.50
F 2.26 0.00 0.56
F 2.38 -1.14 3.05
F 2.37 -2.59 1.43
O 4.82 -1.92 3.92
C 5.73 -0.85 3.97
C 5.17 0.36 4.72
F 4.05 0.83 4.13
F 6.06 1.37 4.73
F 6.16 -0.55 2.73
F 6.82 -1.31 4.63
H 4.04 -3.39 2.82
H 5.18 -2.45 1.92
H 3.95 -0.96 0.14
H 4.92 0.10 5.75
C -4.46 4.12 0.09
C -4.34 5.44 -0.70
C -4.68 5.39 -2.19
F -3.86 4.57 -2.87
F -4.54 6.61 -2.75
F -3.10 5.96 -0.51
F -5.21 6.32 -0.12
O -3.25 3.39 0.33
C -2.80 2.49 -0.65
C -1.43 2.87 -1.23
F -1.47 4.09 -1.80
F -1.05 1.99 -2.18
F -3.74 2.34 -1.60
F -2.70 1.28 -0.04
H -4.79 4.40 1.09
H -5.25 3.48 -0.30
H -5.71 5.06 -2.34
H -0.67 2.89 -0.44
```

highest occupied orbital energy = -12.801 eV
electronic energy = -2572.2371 a.u.
LUMO energy = -5.181 eV
total charge = +1
frontier orbital gap = 0.2800 Eh

=====

Here is a 8-piece molecular cluster, C26H73N5O11 overall in a non-equilibrium geometry from OMol25. Energies are from the ωB97M-V functional and the def2-TZVPD basis.

XYZ file:
```
115
Properties=species:S:1:pos:R:3
C -10.62 21.15 -17.54
C -9.30 20.37 -17.67
C -8.06 21.17 -17.39
O -8.06 21.79 -16.11
C -6.80 22.27 -15.79
N -9.43 19.12 -16.94
H -11.38 20.59 -18.07
H -10.55 22.16 -17.94
H -10.91 21.19 -16.48
H -9.24 20.04 -18.71
H -7.94 21.98 -18.13
H -7.20 20.49 -17.44
H -6.07 21.45 -15.64
H -6.82 22.75 -14.81
H -6.40 22.97 -16.53
H -9.42 19.26 -15.94
H -8.74 18.42 -17.20
C -7.22 15.23 -7.93
C -7.19 16.65 -8.49
C -8.01 16.71 -9.76
O -8.06 18.02 -10.23
C -8.70 18.13 -11.48
N -7.73 17.57 -7.47
H -7.13 14.55 -8.78
H -8.17 14.95 -7.47
H -6.38 15.01 -7.27
H -6.15 16.91 -8.70
H -8.99 16.23 -9.60
H -7.47 16.09 -10.51
H -8.27 17.39 -12.18
H -8.54 19.12 -11.91
H -9.78 17.94 -11.42
H -8.48 17.15 -6.95
H -8.03 18.43 -7.91
C -12.01 15.24 -12.81
C -11.07 15.72 -13.90
C -10.04 14.67 -14.29
O -9.12 15.09 -15.30
C -8.63 16.41 -15.20
N -11.92 16.12 -15.06
H -12.63 14.44 -13.23
H -12.65 16.05 -12.47
H -11.52 14.83 -11.92
H -10.57 16.66 -13.63
H -10.57 13.83 -14.74
H -9.48 14.37 -13.40
H -9.39 17.19 -15.26
H -7.97 16.53 -16.05
H -8.06 16.58 -14.28
H -12.33 15.30 -15.50
H -11.29 16.48 -15.77
C -14.56 12.47 -11.16
C -15.63 11.58 -11.73
C -17.04 11.84 -11.21
O -18.03 11.36 -12.09
C -18.76 10.25 -11.57
N -15.60 11.76 -13.23
H -13.59 12.00 -11.26
H -14.65 12.72 -10.10
H -14.51 13.41 -11.72
H -15.38 10.52 -11.60
H -17.21 12.93 -11.14
H -17.20 11.46 -10.20
H -19.43 10.60 -10.78
H -18.07 9.50 -11.18
H -19.30 9.80 -12.39
H -15.91 12.73 -13.32
H -16.44 11.25 -13.52
C -12.92 12.61 -16.98
C -14.17 13.45 -16.80
C -15.42 12.67 -17.20
O -15.63 12.50 -18.58
C -15.59 13.70 -19.33
N -14.22 13.89 -15.40
H -12.04 13.18 -16.68
H -12.84 12.25 -18.00
H -12.91 11.70 -16.37
H -13.99 14.33 -17.43
H -16.31 13.17 -16.77
H -15.39 11.68 -16.74
H -16.09 14.50 -18.79
H -16.14 13.52 -20.25
H -14.56 13.94 -19.62
H -15.07 14.42 -15.19
H -14.28 13.09 -14.77
C -12.79 15.95 -8.39
C -12.16 14.60 -8.18
O -10.83 14.63 -8.66
O -12.80 16.20 -9.79
H -12.17 16.69 -7.87
H -13.78 16.06 -7.92
H -12.69 13.80 -8.72
H -12.25 14.33 -7.13
H -10.91 14.97 -9.56
H -13.17 17.08 -9.93
C -5.69 17.72 -19.50
C -6.01 16.35 -20.07
O -4.96 15.46 -19.76
O -6.08 17.86 -18.14
H -6.29 18.45 -20.04
H -4.64 17.95 -19.65
H -6.22 16.44 -21.14
H -6.95 16.01 -19.60
H -5.12 14.62 -20.20
H -5.75 17.09 -17.67
C -12.54 18.99 -13.81
C -13.02 20.38 -14.14
O -13.63 20.37 -15.40
O -13.60 18.06 -13.83
H -12.03 18.96 -12.84
H -11.82 18.75 -14.61
H -12.14 21.05 -14.11
H -13.64 20.80 -13.34
H -14.14 21.17 -15.52
H -13.29 17.28 -14.32
```

highest occupied orbital energy = -8.831 eV
electronic energy = -2135.6700 a.u.
LUMO energy = 0.548 eV
energy above the lowest of the compared OMol25 structures with the same formula, charge and spin = 13.8 kcal/mol
SMILES string = COC[C@H](C)N.COC[C@H](C)N.COC[C@H](C)N.COC[C@H](C)N.COC[C@H](C)N.OCCO.OCCO.OCCO
frontier orbital gap = 0.3447 Eh

=====

Here is C8H15ClNO2RuSc as an isolated structure in a non-equilibrium geometry from OMol25. Energies are from the ωB97M-V functional and the def2-TZVPD basis.

XYZ file:
```
29
Properties=species:S:1:pos:R:3
Ru 1.15 -1.40 -3.22
Cl 0.98 -2.60 -5.08
C 1.63 0.40 -2.39
C -0.34 -2.23 -2.18
H 2.48 0.67 -3.05
H 0.84 1.16 -2.51
H 2.01 0.32 -1.35
H -0.98 -2.51 -3.03
H -0.97 -1.94 -1.31
H 0.21 -3.16 -1.91
Sc -0.56 0.02 -0.73
C -2.11 -1.15 0.34
C -1.95 1.71 -0.83
H -2.91 -1.54 -0.30
H -1.72 -1.98 0.95
H -2.55 -0.39 1.01
H -3.01 1.65 -1.17
H -1.73 2.74 -0.48
O -1.14 2.60 2.45
C -0.23 1.82 2.31
C 0.89 1.50 3.30
C 1.66 0.34 2.68
C 0.93 0.10 1.37
O 1.13 -0.80 0.50
N -0.06 0.99 1.18
H 1.52 2.39 3.42
H 0.46 1.24 4.27
H 2.70 0.62 2.47
H 1.65 -0.56 3.31
```

2S+1 = 6
highest occupied orbital energy (spin up / spin down) = -2.638 / -4.822 eV
electronic energy = -1834.7879 a.u.
LUMO energy (spin up / spin down) = 2.804 / 2.772 eV
total charge = -1
frontier orbital gap (spin up / spin down) = 0.2000 / 0.2791 Eh

=====

Here is a 3-piece molecular cluster, C12H33N3O3 overall in a non-equilibrium geometry from OMol25. Energies are from the ωB97M-V functional and the def2-TZVPD basis.

XYZ file:
```
51
Properties=species:S:1:pos:R:3
C -2.75 -1.16 -4.48
C -4.00 -1.81 -3.77
C -3.71 -3.24 -3.15
O -3.44 -4.17 -4.26
C -3.71 -5.54 -4.00
N -4.18 -0.85 -2.70
H -2.67 -1.76 -5.39
H -1.85 -1.36 -3.90
H -2.79 -0.12 -4.79
H -4.89 -1.92 -4.38
H -4.57 -3.63 -2.61
H -2.94 -3.28 -2.38
H -4.76 -5.73 -3.77
H -3.03 -6.03 -3.30
H -3.50 -6.11 -4.90
H -4.01 0.06 -3.10
H -5.07 -0.90 -2.23
C 4.41 2.94 4.69
C 3.54 2.53 3.51
C 4.13 1.39 2.60
O 4.31 0.37 3.53
C 4.80 -0.79 2.87
N 2.23 2.24 3.98
H 5.42 2.63 4.42
H 4.06 2.48 5.62
H 4.20 3.98 4.93
H 3.49 3.31 2.75
H 5.07 1.59 2.07
H 3.46 1.04 1.81
H 5.72 -0.69 2.28
H 4.14 -1.51 2.39
H 5.22 -1.37 3.69
H 2.39 1.37 4.47
H 1.50 1.98 3.33
C -0.62 0.23 -1.60
C -0.51 1.39 -0.60
C 0.28 1.01 0.77
O 0.38 2.05 1.83
C -0.93 2.33 2.45
N 0.19 2.45 -1.24
H -1.22 -0.46 -1.00
H 0.32 -0.32 -1.71
H -1.16 0.31 -2.54
H -1.55 1.66 -0.43
H 1.32 0.68 0.71
H -0.19 0.11 1.18
H -0.80 2.97 3.32
H -1.15 1.35 2.87
H -1.65 2.84 1.80
H 1.14 2.22 -0.97
H -0.07 3.24 -0.67
```

2S+1 = 2
highest occupied orbital energy (spin up / spin down) = 1.117 / -6.331 eV
electronic energy = -866.7929 a.u.
LUMO energy (spin up / spin down) = 2.901 / 2.908 eV
total charge = -1
energy above the lowest of the compared OMol25 structures with the same formula, charge and spin = 23.1 kcal/mol
frontier orbital gap (spin up / spin down) = 0.0656 / 0.3395 Eh

=====

Here is C3H2O3 in the gas phase in a non-equilibrium geometry from OMol25. Energies are from the ωB97M-V functional and the def2-TZVPD basis.

XYZ file:
```
8
Properties=species:S:1:pos:R:3
C -1.35 -0.21 0.05
C 0.02 0.55 -0.05
C 1.32 -0.22 -0.07
H -1.34 -1.33 -0.11
H 1.31 -1.33 -0.38
O -2.38 0.40 0.28
O 0.05 1.77 -0.07
O 2.38 0.37 0.35
```

highest occupied orbital energy = -10.383 eV
electronic energy = -341.1546 a.u.
LUMO energy = -2.107 eV
energy above the lowest of the compared OMol25 structures with the same formula, charge and spin = 51.6 kcal/mol
SMILES string = O=CC(=O)C=O
frontier orbital gap = 0.3042 Eh

=====

Here is a 2-piece molecular cluster, CH2Cl2FN overall in a non-equilibrium geometry from OMol25. Energies are from the ωB97M-V functional and the def2-TZVPD basis.

XYZ file:
```
7
Properties=species:S:1:pos:R:3
C 0.35 0.49 0.96
N 0.11 -0.72 1.06
F -0.47 1.52 0.82
Cl -1.57 -1.25 0.82
Cl 0.08 0.10 -2.76
H 1.44 0.63 0.89
H 0.06 -0.76 -1.78
```

highest occupied orbital energy = -11.081 eV
electronic energy = -1114.2529 a.u.
LUMO energy = 0.298 eV
energy above the lowest of the compared OMol25 structures with the same formula, charge and spin = 28.4 kcal/mol
SMILES string = F/C=N\Cl.Cl
frontier orbital gap = 0.4182 Eh

=====

Here is an isolated ion of composition C22H49N5O8P3 and charge +1 in a non-equilibrium geometry from OMol25. Energies are from the ωB97M-V functional and the def2-TZVPD basis.

XYZ file:
```
87
Properties=species:S:1:pos:R:3
C -5.60 -1.53 3.15
O -4.42 -1.87 3.85
C -3.27 -1.27 3.33
C -2.05 -2.07 3.79
C -0.81 -1.24 4.18
C -0.45 -0.03 3.31
C 0.66 -0.16 2.25
C 0.29 -0.89 0.92
C 0.21 -2.43 1.03
C 1.12 -3.16 1.98
N 1.45 -4.34 1.70
N -1.01 -0.43 0.49
C -1.11 0.73 -0.34
C -2.51 1.34 -0.21
C -2.52 2.53 0.75
C -3.77 3.41 0.60
O -3.42 4.72 0.16
C -0.71 0.18 -1.77
P -1.84 -1.32 -2.07
N -2.20 -1.70 -3.53
P -1.12 1.52 -3.00
O -2.53 1.39 -3.34
O -0.25 1.59 -4.31
O -0.76 2.82 -2.14
N 0.83 -0.22 -1.63
O 1.43 1.03 -2.06
C 2.79 1.04 -2.54
C 3.08 2.50 -2.88
C 4.12 2.59 -3.99
O 3.56 3.10 -1.68
P 1.01 -1.76 -2.72
C 2.77 -2.24 -2.93
O 0.75 -0.96 -4.10
C 1.32 -0.40 -0.16
C 2.65 -1.15 -0.05
C 3.53 -0.77 1.13
C 3.82 0.69 1.38
N 4.09 -1.62 1.87
H -6.45 -1.79 3.79
H -5.67 -2.11 2.22
H -5.64 -0.46 2.92
H -3.21 -0.22 3.65
H -3.35 -1.26 2.23
H -2.38 -2.61 4.68
H -1.82 -2.85 3.07
H 0.04 -1.92 4.26
H -0.98 -0.88 5.19
H -0.07 0.74 3.99
H -1.34 0.43 2.87
H 0.94 0.86 1.98
H 1.54 -0.60 2.73
H 0.45 -2.85 0.05
H -0.83 -2.71 1.21
H 1.46 -2.68 2.90
H 2.04 -4.75 2.43
H -1.81 -0.74 1.01
H -0.40 1.51 -0.06
H -3.21 0.59 0.18
H -2.92 1.68 -1.16
H -2.41 2.20 1.79
H -1.68 3.18 0.50
H -4.43 3.00 -0.17
H -4.34 3.46 1.52
H -3.55 5.35 0.88
H -2.94 -1.01 -1.27
H -1.24 -2.36 -1.37
H -1.95 -1.03 -4.25
H 0.65 1.25 -4.27
H -0.90 3.61 -2.68
H 3.50 0.77 -1.76
H 2.91 0.40 -3.41
H 2.15 2.99 -3.17
H 4.43 3.63 -4.09
H 3.69 2.29 -4.95
H 5.00 2.00 -3.76
H 3.12 3.94 -1.54
H 2.84 -2.55 -3.97
H 3.54 -1.51 -2.73
H 2.93 -3.12 -2.30
H 0.20 -1.51 -4.69
H 1.53 0.63 0.11
H 2.51 -2.24 -0.04
H 3.28 -0.95 -0.91
H 3.31 1.38 0.71
H 4.89 0.86 1.28
H 3.57 0.94 2.41
H 3.84 -2.58 1.60
```

highest occupied orbital energy = -11.667 eV
electronic energy = -2767.1120 a.u.
LUMO energy = -2.966 eV
total charge = +1
SMILES string = [H]/N=C(/C)C[C@@H]1[C@@](C/C=N/[H])(CCCCCOC)N[C@H](CCCO)[C@@]([PH2]=N)(P(=O)(O)O)[N@+]1(OC[C@H](C)O)P(C)O
frontier orbital gap = 0.3198 Eh

=====

Here is C5H3NO in the gas phase in a non-equilibrium geometry from OMol25. Energies are from the ωB97M-V functional and the def2-TZVPD basis.

XYZ file:
```
10
Properties=species:S:1:pos:R:3
N -2.11 0.85 -2.08
C -1.36 0.33 -1.35
C -0.36 -0.09 -0.45
C -0.46 -1.19 0.38
O 0.37 -1.30 1.35
C 1.43 0.39 0.97
C 0.74 0.89 -0.04
H -1.24 -1.94 0.13
H 2.22 0.21 1.68
H 0.77 1.85 -0.59
```

highest occupied orbital energy = -9.049 eV
electronic energy = -322.1932 a.u.
LUMO energy = -0.669 eV
energy above the lowest of the compared OMol25 structures with the same formula, charge and spin = 61.9 kcal/mol
frontier orbital gap = 0.3080 Eh